DFT (ωB97M-V/def2-TZVPD) results for a cluster of 2 separate species, C2H2F2Si in total.

Results
E_HOMO (alpha / beta) = -0.2985 / -0.3356 hartree
Energy relative to the best compared isomer or geometry (same formula, charge and spin) = 271.6 kJ/mol
Total charge = 0
Gap between HOMO and LUMO (alpha / beta) = 8.979 / 4.971 eV
Max |F| = 2.8 eV/Å
Spin multiplicity = 3

```
7
Properties=species:S:1:pos:R:3:forces:R:3:lowdin_spin:R:1
C -0.8640 -0.2895 -0.1638 1.486 -0.734 -0.408 0.15
C -0.6476 0.2035 1.0888 -0.558 2.022 -0.911 0.18
F 2.2119 -2.0925 -1.1081 -0.094 0.056 0.014 0.98
F 1.2434 2.0731 -0.9915 -0.787 0.375 -0.018 0.15
Si 0.6697 0.8369 -0.1333 -0.888 -2.353 1.133 0.55
H -1.3907 -1.1356 -0.7279 0.210 1.601 1.182 0.00
H -1.2227 0.4041 2.0358 0.630 -0.966 -0.992 0.00
```
Positions in Å, forces in eV/Å.



DFT (ωB97M-V/def2-TZVPD) results for a cluster of 2 separate species, C2H2F3I in total.

Results
E_HOMO = -0.3568 hartree
Energy relative to the best compared isomer or geometry (same formula, charge and spin) = 316.2 kJ/mol
Total charge = 0
Gap between HOMO and LUMO = 8.681 eV
Max |F| = 2.7 eV/Å

```
8
Properties=species:S:1:pos:R:3:forces:R:3:nbo_charge:R:1
C 1.4632 0.6301 -0.3010 2.225 0.823 -0.779 0.43
C -2.0378 -1.3091 -0.1934 0.412 -1.148 1.158 0.25
F 0.3360 1.3153 -0.1432 -1.064 0.621 0.327 -0.34
F 1.8491 0.1157 0.8967 0.027 0.101 0.266 -0.36
F -1.8387 -2.1643 0.8222 -0.356 1.199 -1.241 -0.35
I -3.3039 0.2303 0.4941 -0.027 -0.029 0.088 0.10
H 1.2328 -0.2390 -0.9377 0.494 0.517 -0.225 0.14
H 2.2994 1.4211 -0.6377 -1.711 -2.083 0.406 0.13
```
Positions in Å, forces in eV/Å.



DFT (ωB97M-V/def2-TZVPD) results for a cluster of 2 separate species, C2H2F3NO in total.

Results
E_HOMO (alpha / beta) = -0.3510 / -0.3639 hartree
Energy relative to the best compared isomer or geometry (same formula, charge and spin) = 649.3 kJ/mol
Total charge = 0
Gap between HOMO and LUMO (alpha / beta) = 9.131 / 9.942 eV
Max |F| = 3.3 eV/Å

```
9
Properties=species:S:1:pos:R:3:forces:R:3:nbo_charge:R:1
C 0.8362 0.4098 -1.6198 -2.999 1.076 0.763 -0.05
C -0.9195 -0.2667 1.4979 1.100 -1.915 1.249 0.97
N 1.6699 -0.6983 -1.3879 1.196 -0.885 -1.587 -0.02
O 1.1463 -0.1350 -0.3222 -0.496 0.430 1.402 -0.30
F -0.5419 -1.2025 2.4454 -0.382 1.568 -1.087 -0.35
F -1.0954 0.9160 2.0065 -0.053 0.420 0.424 -0.31
F -1.9816 -0.7049 0.8963 -0.778 -0.099 -0.524 -0.32
H 1.1822 1.4675 -1.6492 0.027 -1.028 -0.695 0.19
H -0.2962 0.2140 -1.8669 2.386 0.433 0.055 0.18
```
Positions in Å, forces in eV/Å.



DFT (ωB97M-V/def2-TZVPD) results for a cluster of 2 separate species, C2H2F3NO in total.

Results
E_HOMO = -0.3202 hartree
Energy relative to the best compared isomer or geometry (same formula, charge and spin) = 618.4 kJ/mol
Total charge = 0
Gap between HOMO and LUMO = 6.991 eV
Max |F| = 4.1 eV/Å

```
9
Properties=species:S:1:pos:R:3:forces:R:3:nbo_charge:R:1
C 1.4982 -0.2894 0.3544 3.969 0.144 -0.826 -0.24
C -1.5653 0.0199 -0.0777 2.750 0.036 1.255 0.97
N 0.9643 0.4904 -0.4791 -2.675 -1.252 0.492 0.13
O 1.2809 1.1382 -1.4229 0.184 0.670 -0.592 -0.32
F -1.9177 1.0940 0.5970 -0.361 0.013 -0.409 -0.31
F -2.1709 -0.0963 -1.2246 -0.204 -0.234 0.338 -0.29
F -1.7039 -1.0510 0.7592 0.030 0.917 -1.500 -0.33
H 2.6162 -0.5220 0.4195 -1.353 0.927 -0.724 0.19
H 0.9982 -0.7837 1.0742 -2.339 -1.221 1.968 0.20
```
Positions in Å, forces in eV/Å.



Question: Which of these has the highest max |F|?
Answer: number 4